Molecular formula: C21H48Br6Cl3O12P3
Method: DFT, ωB97M-V/def2-TZVPD

Geometry as XYZ:
```
93
Properties=species:S:1:pos:R:3:mulliken_charge:R:1
C 12.8801 -12.9077 12.1812 0.5228
Br 13.8746 -14.0000 10.9178 -0.0648
Br 13.7869 -11.2030 12.3472 -0.1058
Br 12.8152 -13.7469 13.9098 0.0086
H 11.8951 -12.7130 11.7776 -0.3277
C 13.6242 -19.3361 11.5597 0.5038
Br 12.9962 -21.0178 12.3220 -0.0742
Br 13.1374 -19.2574 9.6849 -0.0686
Br 15.5194 -19.2054 11.7654 0.0050
H 13.0523 -18.5609 12.0449 -0.3855
C 15.3727 -20.7643 15.2438 -0.8435
C 14.9711 -20.0304 16.5017 -0.1575
O 14.4143 -18.7577 16.1054 0.0732
P 13.7423 -17.8484 17.2042 0.4526
O 14.6400 -17.2338 18.1644 -0.7886
O 12.9088 -16.8220 16.3537 -0.1500
C 11.9506 -17.2944 15.3779 -0.0094
C 10.6631 -16.5293 15.5399 -0.7469
O 12.6716 -18.8228 17.8598 -0.2675
C 12.0974 -18.4442 19.1165 -0.2821
C 10.6328 -18.8199 19.1666 -1.1102
H 14.4761 -20.8398 14.6205 -0.0299
H 16.1201 -20.2590 14.6339 0.2604
H 15.7477 -21.7650 15.4582 0.3797
H 14.1717 -20.5858 16.9944 0.2671
H 15.8221 -19.9334 17.1781 0.3210
H 12.3815 -17.1385 14.3818 0.1178
H 11.8512 -18.3848 15.3854 0.4398
H 10.8849 -15.4689 15.4237 0.0514
H 9.9940 -16.8603 14.7414 0.2990
H 10.1564 -16.6740 16.4920 0.1515
H 12.6237 -18.9172 19.9523 0.3386
H 12.2864 -17.3848 19.3099 0.3512
H 10.3254 -18.8814 20.2102 0.3884
H 10.0194 -18.0519 18.6869 0.2308
H 10.4022 -19.7461 18.6439 0.2677
C 8.2016 -6.9676 16.0290 -0.9713
C 7.1147 -6.6521 15.0132 -0.3157
O 6.2954 -7.8056 14.7840 -0.3341
P 6.7523 -8.8698 13.7164 0.6206
O 7.6437 -8.4383 12.6542 -0.6477
O 7.3127 -10.0122 14.6597 -0.2578
C 7.8303 -11.2692 14.1799 -0.2424
C 6.8173 -12.1437 13.4593 -0.8322
O 5.3977 -9.4598 13.1366 -0.1473
C 4.2171 -9.5245 13.9641 -0.1506
C 3.2013 -10.3645 13.2215 -1.2174
H 7.8098 -7.0120 17.0464 0.2809
H 8.7233 -7.9008 15.8273 0.2519
H 8.9368 -6.1584 16.0173 0.3641
H 6.4527 -5.8701 15.3826 0.3020
H 7.6011 -6.2025 14.1459 0.3048
H 8.6515 -11.0761 13.4813 0.2221
H 8.2618 -11.7429 15.0603 0.3273
H 5.8272 -12.1458 13.9159 0.2051
H 6.6333 -11.7036 12.4762 0.2380
H 7.2565 -13.1307 13.3472 0.3107
H 4.4768 -9.9730 14.9300 0.3254
H 3.8462 -8.5219 14.1819 0.3386
H 2.2141 -10.3417 13.6805 0.3868
H 3.1255 -9.9655 12.2082 0.2962
H 3.5216 -11.4030 13.1417 0.2648
C 10.1293 -9.0752 10.5918 -0.7167
C 9.3703 -9.7195 9.4454 -0.2715
O 10.2696 -10.4101 8.5406 -0.2718
P 10.4945 -11.9555 8.7584 -0.4357
O 10.7560 -12.3718 10.1343 0.2628
O 9.1911 -12.6333 8.1922 -0.1046
C 8.8586 -12.6615 6.7928 -0.2627
C 7.8669 -11.5684 6.4579 -1.0452
O 11.5841 -12.3373 7.6962 -0.1524
C 12.8185 -11.5834 7.6067 -0.0210
C 13.8322 -12.4902 6.9431 -1.1627
H 10.6587 -9.8424 11.1575 0.0579
H 10.8890 -8.3644 10.2661 0.3276
H 9.3802 -8.5884 11.2185 0.2244
H 8.6496 -10.4135 9.8824 0.2803
H 8.8357 -8.9581 8.8817 0.4119
H 9.7307 -12.6762 6.1378 0.2851
H 8.3764 -13.6290 6.6204 0.3207
H 6.9610 -11.6292 7.0557 0.2755
H 8.3177 -10.5853 6.6258 0.2207
H 7.6305 -11.5620 5.3916 0.3893
H 12.6153 -10.6933 7.0119 0.2833
H 13.1694 -11.2687 8.5903 0.2331
H 14.4762 -12.9878 7.6676 0.2430
H 13.3047 -13.2592 6.3809 0.2776
H 14.4931 -11.9721 6.2478 0.3481
C 10.0841 -15.1480 11.1027 1.4177
Cl 9.4986 -14.5272 12.6426 -0.0881
Cl 8.7713 -15.7742 10.1272 -0.1638
Cl 11.3393 -16.3652 11.3542 0.0423
H 10.5033 -14.3130 10.5499 -1.1461
```

Calculated values
* multiplicity: 1
* HOMO-LUMO gap: 9.89 eV
* relative energy (zero: lowest compared OMol25 entry of this formula, charge and spin): 0.00 kcal per mole
* net charge: 0
* DFT total energy: -19580.87079 a.u.

***

Molecular formula: C21H48ClNO2P3Pt
Method: DFT, ωB97M-V/def2-TZVPD

Geometry as XYZ:
```
77
Properties=species:S:1:pos:R:3:mulliken_charge:R:1
C 0.6878 -0.3567 -7.5491 -1.1460
C 0.7618 -0.3624 -6.0620 0.8848
H 1.6826 -0.2761 -8.0039 0.3702
H 0.0618 0.4896 -7.8582 0.3491
H 0.2170 -1.2936 -7.8727 0.3259
O 1.7128 -0.4320 -5.3097 -0.4980
Cl -0.9182 -0.2687 -5.3420 -0.2266
Pt 0.3866 -0.0676 -1.5093 2.4655
P 0.1176 2.1697 -2.1501 0.3726
C 1.3225 3.3292 -1.4258 -1.1268
C 0.3130 2.4236 -3.9339 -1.1249
H 0.3690 3.4880 -4.2053 0.5544
H -1.6443 3.8430 -2.0176 0.5094
H -0.5567 1.9628 -4.4205 0.3015
H -2.2824 2.1946 -2.2839 0.4104
H 2.3416 3.0338 -1.7166 0.3659
H 1.2171 1.9041 -4.2779 0.3436
C -1.5386 2.7850 -1.7325 -1.2316
H 1.1379 4.3477 -1.8022 0.5473
H -1.7224 2.6762 -0.6546 0.1991
H 1.2445 3.3236 -0.3307 0.1629
P 0.3454 -2.3762 -1.8987 0.4285
C 1.7134 -3.2958 -1.1230 -1.1349
C -1.2445 -3.0734 -1.3760 -1.1476
H -0.3434 -2.3716 -4.1709 0.2333
H 0.5749 -3.8844 -3.8007 0.5283
H 1.4300 -2.3171 -4.0475 0.3681
C 0.5247 -2.7955 -3.6492 -1.0363
H -2.0253 -2.6888 -2.0480 0.4103
H -1.2270 -4.1730 -1.4400 0.4774
H 1.5078 -4.3768 -1.1474 0.5297
H 1.8561 -2.9680 -0.0872 0.1526
H -1.4678 -2.7623 -0.3470 0.1657
H 2.6350 -3.1005 -1.6888 0.4069
C 2.2127 -0.0179 -1.9626 -0.0846
O 3.3372 -0.0066 -2.2509 -0.3709
C 1.1768 1.0799 4.2563 -1.7136
C 1.3708 0.5608 2.8189 1.3894
C 2.0398 1.6515 1.9648 -1.3631
C 2.3138 -0.6545 2.8530 -1.6177
P -0.2465 0.0772 2.0380 0.9930
N 0.0171 -0.0500 0.4481 -0.6857
C -0.8360 -1.5534 2.7412 1.7741
C -0.7743 -1.5949 4.2829 -1.9130
C -2.2933 -1.8010 2.3154 -1.8371
C 0.0288 -2.6976 2.1902 -1.4568
C -1.5660 1.3590 2.3068 1.9506
C -0.9524 2.7413 2.0613 -2.0652
C -2.7318 1.1234 1.3277 -1.7142
C -2.1337 1.3558 3.7371 -1.8809
H 2.1771 1.2697 4.6749 0.5140
H 0.6866 0.3445 4.9017 0.3192
H 0.6213 2.0243 4.2943 0.3432
H 3.0810 1.7471 2.2980 0.5638
H 2.0423 1.3566 0.9049 0.1146
H 1.5722 2.6347 2.0852 0.2691
H 2.0078 -1.4088 3.5892 0.2804
H 2.4164 -1.1015 1.8538 0.2297
H 3.3068 -0.2938 3.1588 0.6350
H 0.2512 -1.5996 4.6704 0.3648
H -1.3304 -0.7789 4.7505 0.3705
H -1.2453 -2.5342 4.6117 0.5166
H -2.4290 -1.6499 1.2366 0.3965
H -2.5430 -2.8487 2.5382 0.6069
H -3.0023 -1.1815 2.8740 0.3145
H 0.2060 -2.5641 1.1160 0.0053
H 0.9876 -2.7942 2.7078 0.3332
H -0.5063 -3.6465 2.3424 0.5136
H -0.3965 2.7785 1.1172 0.3265
H -1.7665 3.4768 2.0043 0.5960
H -0.3029 3.0517 2.8866 0.3469
H -3.4550 0.3988 1.7090 0.3580
H -3.2721 2.0705 1.1891 0.4783
H -2.3755 0.7774 0.3492 0.3478
H -2.7291 0.4691 3.9675 0.3569
H -1.3557 1.4728 4.4960 0.3727
H -2.8001 2.2260 3.8273 0.5313
```

Calculated values
* multiplicity: 5
* expectation value of S²: 6.02
* HOMO-LUMO gap (alpha / beta): 8.86 / 5.46 eV
* relative energy (zero: lowest compared OMol25 entry of this formula, charge and spin): 0.00 kcal per mole
* net charge: +3
* DFT total energy: -2636.69306 a.u.